Entry from OMol25: a molecular structure, C10H30FKO9P at a distorted geometry (ωB97M-V/def2-TZVPD).

Element x y z (Å)
K1 -0.6245 -0.4156 0.5076
F1 -2.9340 -1.6816 1.6823
P1 -0.9582 2.0135 2.6257
O1 -0.3339 0.6402 3.0346
O2 -2.3769 2.1599 3.2165
O3 -1.0354 2.1433 1.0417
O4 -0.0126 3.1050 3.1644
C1 -0.0844 -4.5705 3.3233
C2 -0.6964 -3.2039 3.0407
O5 -2.0789 -3.1706 3.4079
H1 -0.3566 -5.2173 2.4803
H2 -0.5006 -4.9494 4.2549
H3 1.0054 -4.4995 3.3309
H4 -0.5947 -2.8886 2.0086
H5 -0.3222 -2.4313 3.7196
H6 -2.5517 -2.5961 2.7181
C3 -3.2350 2.4836 -3.0399
C4 -2.6637 2.8271 -1.6641
O6 -2.5157 1.6676 -0.9230
H7 -3.2332 3.3123 -3.7541
H8 -4.2484 2.0876 -2.9292
H9 -2.6677 1.6755 -3.5135
H10 -3.3168 3.5382 -1.1462
H11 -1.7003 3.3389 -1.7842
H12 -1.9548 1.8566 -0.0787
C5 2.8965 0.9210 1.8999
C6 2.7571 -0.4711 2.4554
O7 1.5020 -1.0425 2.1678
H13 2.0435 1.5665 2.1534
H14 2.9609 0.8849 0.8107
H15 3.7053 1.4207 2.4510
H16 2.9809 -0.5279 3.5354
H17 3.5804 -1.1227 2.1109
H18 0.8536 -0.3786 2.5705
C7 0.4902 -1.4307 -3.9737
C8 0.2040 -2.6046 -3.0386
O8 -0.3083 -2.1580 -1.8037
H19 1.2766 -0.7915 -3.5752
H20 -0.4287 -0.8558 -4.0959
H21 0.8299 -1.8210 -4.9348
H22 1.1731 -3.1044 -2.8949
H23 -0.4668 -3.3058 -3.5466
H24 -0.5757 -2.9624 -1.3418
C9 2.4281 2.2729 -2.3761
C10 1.1133 2.1199 -1.6349
O9 0.9647 3.0864 -0.6108
H25 2.4542 3.2567 -2.8539
H26 2.5059 1.4547 -3.0985
H27 3.2993 2.1949 -1.7214
H28 1.1512 1.1260 -1.1572
H29 0.2756 2.2666 -2.3306
H30 0.3246 2.7808 0.1094

Charge: -3
Calculated total energy (Ha): -2117.301453
Frontier orbital gap (Ha): 0.072
Multiplicity: 1
HOMO (eV): 3.61
LUMO energy (Eh): 0.20443